(1)
The following is a quantum chemistry calculation of a cluster of 8 separate species, C18H55N5O12 in total in a non-equilibrium geometry, from the OMol25 dataset.

Geometry as XYZ:
```
90
Properties=species:S:1:pos:R:3:mulliken_charge:R:1
N -19.694 19.205 -20.806 0.633
H -19.066 18.645 -21.374 -0.294
H -19.662 20.187 -21.099 0.298
H -19.362 19.108 -19.821 0.287
H -20.637 18.799 -20.940 0.160
N -23.123 19.932 -20.797 1.024
O -22.459 18.898 -20.473 -0.706
O -23.213 20.864 -19.977 -0.662
O -23.643 19.962 -21.929 -0.649
C -21.623 19.607 -17.348 -0.047
C -20.093 19.640 -17.241 -0.438
O -19.470 18.652 -18.049 -0.598
O -22.083 18.310 -17.633 -0.631
H -21.966 20.279 -18.140 0.003
H -22.114 19.944 -16.433 0.342
H -19.711 19.600 -16.209 0.339
H -19.728 20.620 -17.580 0.245
H -19.803 17.784 -17.794 0.282
H -22.205 18.265 -18.596 0.431
C -21.606 16.958 -25.374 -0.548
C -21.261 16.656 -23.958 -0.274
O -21.309 17.773 -23.108 -0.191
O -20.604 17.765 -25.935 -0.406
H -22.602 17.429 -25.458 0.273
H -21.770 16.032 -25.949 0.425
H -20.259 16.209 -23.976 -0.076
H -21.891 15.827 -23.610 0.472
H -22.189 17.863 -22.710 0.140
H -20.647 17.689 -26.890 0.260
C -18.795 21.753 -23.628 -0.513
C -19.184 20.385 -24.142 -0.503
O -18.740 19.333 -23.300 0.147
O -19.452 22.110 -22.391 -0.593
H -19.071 22.472 -24.404 0.444
H -17.715 21.833 -23.497 0.142
H -18.838 20.245 -25.173 0.356
H -20.287 20.377 -24.184 0.210
H -18.931 18.462 -23.671 -0.333
H -20.325 22.421 -22.661 0.291
C -15.569 18.591 -18.122 -1.586
C -15.545 18.118 -19.557 0.411
C -15.290 16.637 -19.694 0.191
O -14.029 16.350 -19.137 -0.351
C -13.457 15.185 -19.675 -0.706
N -16.775 18.583 -20.233 0.149
H -14.750 18.164 -17.544 0.411
H -16.492 18.259 -17.629 0.241
H -15.550 19.678 -18.077 0.375
H -14.639 18.621 -19.948 0.104
H -15.317 16.408 -20.771 -0.221
H -16.042 16.028 -19.174 0.306
H -14.031 14.280 -19.399 0.298
H -12.467 15.034 -19.246 0.285
H -13.402 15.213 -20.768 0.253
H -16.731 19.608 -20.196 0.015
H -16.712 18.386 -21.238 -0.084
C -14.927 23.708 -19.912 -1.434
C -16.189 23.793 -20.738 0.485
C -15.849 23.759 -22.222 -0.670
O -15.068 24.893 -22.530 -0.389
C -14.405 24.771 -23.760 -0.746
N -17.082 22.637 -20.426 -0.334
H -14.427 22.744 -20.100 0.270
H -15.058 23.822 -18.840 0.351
H -14.175 24.406 -20.287 0.381
H -16.702 24.749 -20.577 0.271
H -16.747 23.794 -22.857 0.373
H -15.310 22.825 -22.455 0.346
H -13.436 24.270 -23.628 0.284
H -14.184 25.764 -24.156 0.268
H -15.009 24.252 -24.511 0.306
H -17.887 22.672 -21.059 0.064
H -17.515 22.879 -19.531 0.257
C -16.887 17.192 -25.556 -0.943
C -16.040 16.531 -24.472 0.777
C -16.840 15.745 -23.463 -0.988
O -17.978 16.459 -23.010 0.327
C -18.546 15.889 -21.852 -0.814
N -15.078 15.596 -25.084 -0.621
H -17.277 16.453 -26.257 0.416
H -16.260 17.907 -26.090 0.394
H -17.724 17.723 -25.116 -0.141
H -15.475 17.313 -23.952 0.152
H -16.205 15.530 -22.587 0.160
H -17.112 14.758 -23.859 0.352
H -19.590 16.221 -21.775 0.113
H -18.055 16.210 -20.927 0.018
H -18.628 14.802 -21.973 0.467
H -15.148 15.528 -26.086 0.207
H -14.115 15.673 -24.807 0.215
```

- relative energy (zero: lowest compared OMol25 entry of this formula, charge and spin) (kJ/mol) = 0.0
- highest occupied orbital energy (eV) = -8.597
- electronic energy (Eh) = -1895.26438

(2)
The following is a quantum chemistry calculation of a structure of composition C18H56CaN9O5P3 in a non-equilibrium geometry, from the OMol25 dataset.

Geometry as XYZ:
```
92
Properties=species:S:1:pos:R:3:mulliken_charge:R:1
Ca 0.425 1.315 1.692 0.807
O -1.491 1.921 2.708 -0.963
H -2.353 2.321 2.728 -0.005
O 2.264 2.362 2.303 -1.030
H 3.170 2.483 2.040 0.019
O 1.312 -0.312 0.236 2.282
P 2.192 -0.763 -0.864 -1.611
N 3.584 -1.569 -0.376 0.757
C 4.006 -1.491 1.017 -1.184
C 4.619 -2.062 -1.282 -1.170
N 2.700 0.541 -1.777 1.178
C 3.161 0.462 -3.159 -1.397
C 3.139 1.732 -1.060 -1.139
N 1.382 -1.758 -1.940 0.601
C 0.285 -1.203 -2.725 -1.316
C 1.488 -3.205 -1.959 -0.825
H 4.159 -2.492 1.437 0.440
H 3.218 -1.028 1.612 0.156
H 4.941 -0.940 1.139 0.301
H 5.611 -1.857 -0.881 0.317
H 4.538 -1.598 -2.263 0.267
H 4.503 -3.148 -1.345 0.350
H 2.809 1.307 -3.754 0.341
H 4.254 0.426 -3.171 0.384
H 2.749 -0.432 -3.630 0.431
H 3.637 1.427 -0.132 0.236
H 3.858 2.353 -1.593 0.425
H 2.289 2.349 -0.766 0.067
H 0.638 -1.029 -3.751 0.283
H -0.513 -1.929 -2.896 0.413
H -0.082 -0.261 -2.323 0.149
H 1.589 -3.597 -2.975 0.317
H 0.569 -3.649 -1.560 0.037
H 2.342 -3.540 -1.375 0.280
O 0.084 -0.681 2.728 -1.310
P -0.547 -2.018 2.667 -0.228
N 0.525 -3.280 2.967 0.270
C 1.317 -3.167 4.192 -1.004
C 1.275 -3.832 1.835 -0.873
N -1.358 -2.373 1.246 0.903
C -1.868 -3.710 0.963 -1.456
C -1.974 -1.302 0.482 -0.683
N -1.726 -2.231 3.862 0.586
C -2.206 -3.546 4.296 -1.166
C -2.326 -1.080 4.540 -0.936
H 1.595 -4.150 4.567 0.321
H 0.712 -2.662 4.947 0.375
H 2.176 -2.517 4.007 0.277
H 1.829 -4.729 2.101 0.507
H 1.929 -3.086 1.376 0.201
H 0.569 -4.059 1.035 0.123
H -2.896 -3.762 1.332 0.239
H -1.755 -3.928 -0.101 0.334
H -1.274 -4.455 1.490 0.559
H -2.067 -0.389 1.074 -0.154
H -1.382 -1.145 -0.424 -0.007
H -2.989 -1.594 0.193 0.536
H -1.718 -4.337 3.738 0.368
H -2.111 -3.664 5.376 0.356
H -3.264 -3.590 4.012 0.375
H -1.554 -0.637 5.173 0.302
H -3.155 -1.359 5.189 0.379
H -2.684 -0.329 3.835 0.164
O -0.371 2.073 -0.491 0.223
P -1.394 2.847 -1.220 -0.344
N -0.931 3.146 -2.793 0.539
C -1.828 3.378 -3.920 -1.202
C 0.506 3.099 -3.110 -0.829
N -1.718 4.332 -0.533 0.435
C -0.675 5.044 0.200 -0.995
C -2.696 5.235 -1.111 -1.130
N -2.899 2.117 -1.337 0.248
C -3.163 0.959 -2.204 -0.750
C -3.715 2.153 -0.126 -0.685
H -2.848 3.532 -3.578 0.366
H -1.777 2.569 -4.651 0.367
H -1.541 4.325 -4.386 0.362
H 0.680 3.616 -4.053 0.341
H 0.726 2.038 -3.264 0.151
H 1.120 3.520 -2.319 0.300
H -1.100 5.462 1.115 0.360
H 0.055 4.359 0.640 0.137
H -0.181 5.741 -0.481 0.287
H -3.250 5.791 -0.354 0.337
H -2.213 5.926 -1.810 0.320
H -3.435 4.669 -1.679 0.361
H -4.138 1.167 -2.644 0.295
H -2.379 0.890 -2.953 0.259
H -3.188 0.052 -1.598 0.121
H -3.309 1.448 0.609 -0.147
H -4.744 1.859 -0.351 0.420
H -3.741 3.131 0.347 0.298
```

- relative energy (zero: lowest compared OMol25 entry of this formula, charge and spin) (kJ/mol) = 32.4
- highest occupied orbital energy (eV) = -7.130
- electronic energy (Eh) = -3290.37353

(3)
The following is a quantum chemistry calculation of a cluster of 10 separate species, C18H56O15 in total in a non-equilibrium geometry, from the OMol25 dataset.

Geometry as XYZ:
```
89
Properties=species:S:1:pos:R:3:mulliken_charge:R:1
O 15.305 -24.540 21.764 -0.599
C 14.353 -23.532 21.531 0.021
C 14.875 -22.469 20.479 -0.220
O 15.955 -21.706 20.955 -0.517
H 15.327 -24.885 22.659 0.326
H 13.612 -23.913 20.824 0.393
H 13.929 -23.067 22.421 -0.135
H 14.105 -21.701 20.393 -0.009
H 15.045 -23.023 19.556 0.485
H 16.423 -21.349 20.196 0.274
O 12.638 -14.493 21.321 -0.470
C 12.054 -13.579 20.364 -0.210
C 11.168 -12.665 21.193 -0.441
O 11.833 -12.227 22.338 -0.555
H 13.180 -15.150 20.873 0.088
H 12.831 -13.115 19.756 0.297
H 11.509 -14.332 19.793 0.280
H 10.183 -13.058 21.453 0.217
H 10.908 -11.754 20.650 0.332
H 12.395 -12.979 22.552 0.326
O 10.905 -13.782 27.174 -0.584
C 11.243 -14.095 25.827 -0.246
C 12.117 -15.272 25.603 -0.102
O 11.538 -16.554 25.841 -0.511
H 10.985 -14.558 27.734 0.308
H 10.369 -14.462 25.284 0.175
H 11.649 -13.209 25.340 0.290
H 13.011 -15.238 26.229 0.568
H 12.584 -15.158 24.623 -0.073
H 10.919 -16.704 25.119 0.087
O 16.557 -23.346 25.088 -0.568
C 15.778 -22.165 24.984 -0.012
C 14.523 -22.443 25.852 -0.581
O 13.547 -21.390 25.835 -0.479
H 17.344 -23.187 25.612 0.348
H 16.494 -21.412 25.314 0.233
H 15.449 -21.986 23.960 0.034
H 14.720 -22.563 26.918 0.344
H 14.110 -23.440 25.689 0.358
H 12.931 -21.588 25.120 0.272
O 15.764 -17.519 24.198 -0.489
C 15.709 -18.287 25.310 0.365
C 14.363 -18.074 26.074 0.030
O 14.229 -19.035 27.115 -0.579
H 16.475 -17.819 23.626 0.266
H 15.921 -19.348 25.179 -0.442
H 16.463 -17.997 26.045 0.357
H 13.568 -18.218 25.339 -0.021
H 14.259 -17.042 26.407 0.192
H 13.940 -19.856 26.701 0.436
C 12.547 -20.527 18.256 -0.397
C 11.598 -19.494 17.729 -0.350
O 10.577 -20.114 17.060 -0.560
H 13.223 -19.951 18.888 -0.152
H 13.075 -20.961 17.406 0.356
H 12.014 -21.377 18.682 0.327
H 12.133 -18.857 17.021 0.277
H 11.287 -18.757 18.471 0.168
H 10.829 -20.229 16.142 0.352
C 12.717 -19.055 22.371 -0.265
C 12.495 -17.567 22.607 1.463
O 13.823 -16.993 22.492 -0.536
H 13.186 -19.278 21.412 -0.016
H 11.818 -19.673 22.411 0.156
H 13.292 -19.513 23.177 -0.113
H 12.008 -17.459 23.576 -1.019
H 11.939 -17.135 21.775 0.255
H 14.134 -16.903 23.398 0.263
C 9.874 -21.819 25.672 -1.194
C 10.327 -21.263 24.278 0.094
O 11.575 -21.836 23.984 -0.421
H 10.181 -22.855 25.820 0.300
H 8.792 -21.729 25.764 0.405
H 10.327 -21.333 26.537 0.282
H 10.341 -20.175 24.350 -0.199
H 9.660 -21.456 23.437 0.433
H 11.488 -22.783 23.853 0.192
C 13.901 -17.043 19.016 -0.399
O 14.639 -16.123 19.882 -0.631
H 12.820 -16.973 19.140 0.129
H 14.190 -16.946 17.970 0.433
H 14.333 -17.980 19.367 0.155
H 14.441 -16.536 20.729 0.344
C 9.062 -17.424 22.633 -0.462
O 9.600 -16.478 23.606 -0.399
H 9.102 -18.390 23.139 0.062
H 8.019 -17.269 22.358 0.360
H 9.696 -17.624 21.770 0.156
H 8.978 -16.579 24.332 0.292
```

- relative energy (zero: lowest compared OMol25 entry of this formula, charge and spin) (kJ/mol) = 126.8
- SMILES string = OCCO.OCCO.OCCO.OCCO.OCCO.CCO.CCO.CCO.CO.CO
- highest occupied orbital energy (eV) = -9.524
- electronic energy (Eh) = -1847.76127